(1)
7
Properties=species:S:1:pos:R:3:nbo_charge:R:1 method="wB97M-V/def2-TZVPD" relative_energy_ev=2.407 gap_ev="7.625 / 7.734" homo_ev="-7.8 / -10.9" lumo_energy_ha="-0.008 / -0.116" spin_multiplicity=3
C 0.385 2.138 1.653 0.29
N 0.487 -0.431 0.359 0.08
N -0.370 1.958 0.824 -0.74
N 0.506 -1.207 -0.502 -0.37
Br -1.219 -2.077 -1.462 -0.10
H -0.981 1.335 0.308 0.45
H 1.191 -1.715 -1.180 0.38



(2)
9
Properties=species:S:1:pos:R:3:nbo_charge:R:1 method="wB97M-V/def2-TZVPD" relative_energy_ev=2.562 gap_ev=11.156 homo_ev=-10.7 lumo_energy_ha=0.017 smiles="O=C(Br)ON(O)O"
O 2.005 1.248 0.913 -0.57
C 2.361 0.509 0.052 0.70
Br 4.182 0.138 -0.321 0.04
O 1.617 -0.077 -0.853 -0.40
N 0.179 -0.029 -0.894 0.36
O -0.268 1.257 -0.777 -0.53
O -0.279 -0.733 0.219 -0.59
H 0.190 1.596 0.101 0.48
H -1.032 -1.400 -0.063 0.50



(3)
9
Properties=species:S:1:pos:R:3:nbo_charge:R:1 method="wB97M-V/def2-TZVPD" relative_energy_ev=2.622 gap_ev="8.386 / 6.238" homo_ev="-10.1 / -9.2" lumo_energy_ha="-0.062 / -0.110"
C -0.163 0.274 -0.006 0.85
N -0.415 -0.383 -1.378 0.34
O -1.039 0.133 -2.279 -0.23
O 0.472 -1.376 -1.622 -0.48
O -0.901 1.349 0.194 -0.60
O 0.630 -0.344 0.634 -0.56
Br -2.463 -1.725 -0.089 -0.36
H -0.813 1.318 1.176 0.52
H 0.808 -1.734 -0.821 0.51



(4)
7
Properties=species:S:1:pos:R:3:nbo_charge:R:1 method="wB97M-V/def2-TZVPD" relative_energy_ev=2.260 gap_ev=9.661 homo_ev=-10.2 lumo_energy_ha=-0.018
C 1.381 -0.858 -0.100 0.47
N 0.143 1.384 -0.252 -0.96
O 1.571 -1.226 -1.142 -0.45
S -1.133 0.870 0.429 0.82
Br -2.184 -1.005 -0.327 -0.26
H 0.875 0.727 -0.194 0.31
H -0.653 0.108 1.588 0.07



(5)
6
Properties=species:S:1:pos:R:3:nbo_charge:R:1 method="wB97M-V/def2-TZVPD" relative_energy_ev=2.079 gap_ev="6.841 / 7.716" homo_ev="-7.7 / -8.3" lumo_energy_ha="-0.031 / -0.022"
C -0.319 0.069 -0.303 -0.76
O -1.005 3.783 -0.721 -1.01
P -0.589 2.652 -1.509 1.27
Br -2.084 0.583 -0.805 0.11
H -0.155 0.210 0.756 0.20
H -0.008 -0.874 -0.719 0.20



(6)
8
Properties=species:S:1:pos:R:3:nbo_charge:R:1 method="wB97M-V/def2-TZVPD" relative_energy_ev=1.235 gap_ev=7.717 homo_ev=-11.9 lumo_energy_ha=-0.153 total_charge=+1
O -0.614 -0.952 0.411 -0.80
C -0.497 0.411 0.231 0.96
O -1.295 1.234 0.652 -0.70
O 0.361 0.627 -0.697 -0.93
H -1.432 -1.244 0.837 0.54
Li -0.487 2.632 -0.755 0.98
Ca 1.261 -1.296 -0.879 1.64
H 2.703 -1.412 0.200 -0.70